ORCA calculation (the ωB97M-V functional and the def2-TZVPD basis) on C12H19Cl33N2O4PS as an isolated structure at a distorted geometry.

XYZ file:
```
72
Properties=species:S:1:pos:R:3:forces:R:3
N -0.06836 2.58484 -0.54625 0.58 -0.13 0.74
N -0.27234 2.46991 -1.95013 1.34 2.39 -1.62
C -0.30617 3.77610 -2.69518 0.01 0.91 -0.88
S 1.33080 3.93983 -3.56982 1.97 -2.75 -1.84
O 2.44536 3.52414 -2.67805 -2.67 1.24 -1.10
O 1.17879 3.11844 -4.80566 -0.14 1.99 2.68
P -1.71767 1.35164 -2.29607 -3.12 -2.94 -0.75
O -1.37600 0.51622 -3.73887 0.22 2.54 1.33
O -3.10589 2.26726 -2.61358 2.66 -0.07 -0.38
H 0.93913 2.47967 -0.38417 -0.30 -0.03 0.13
H -0.30390 3.51784 -0.20346 -0.18 -0.22 -0.36
H 0.55281 1.95008 -2.31728 -0.35 0.13 0.17
H -0.51832 4.67475 -2.06556 0.32 -0.97 -0.11
H -1.08222 3.73044 -3.50577 0.82 -0.02 0.54
H 1.41080 5.28193 -3.94409 -0.08 -0.74 0.55
H -0.41663 0.36235 -3.83715 -0.35 -0.21 -0.27
H -3.01673 3.20611 -2.37650 -0.39 -0.12 -0.14
C 3.73500 5.14735 0.05456 0.24 -0.23 0.18
Cl 3.54433 3.56419 0.82282 -0.08 0.02 -0.04
Cl 2.15259 5.85634 -0.30608 -0.19 0.14 -0.02
Cl 4.67972 6.22860 1.07915 -0.13 -0.12 -0.22
H 4.26813 5.01326 -0.88512 -0.30 -0.03 0.46
C -1.54990 -0.78136 1.45741 -0.14 -0.54 0.20
Cl 0.19604 -0.51217 1.55465 -0.12 0.13 -0.04
Cl -2.14835 -0.35421 -0.15888 0.09 -0.63 1.32
Cl -1.94466 -2.45714 1.85170 0.15 0.43 -0.08
H -2.03614 -0.13635 2.18295 0.04 -0.05 -0.11
C -4.84887 -4.36719 3.85056 -0.22 0.02 -0.17
Cl -4.88095 -2.59811 3.88172 -0.01 -0.07 0.08
Cl -6.33280 -5.00356 3.13877 0.35 0.12 0.22
Cl -3.43495 -4.95502 2.95851 -0.10 -0.24 0.13
H -4.77899 -4.72444 4.87301 0.04 0.04 -0.12
C 6.47250 7.31226 -2.40625 0.26 0.16 -0.49
Cl 8.08779 6.90226 -2.99237 -0.34 -0.06 -0.08
Cl 5.82498 8.70163 -3.28352 0.01 -0.13 0.14
Cl 5.38544 5.91897 -2.55903 0.16 0.04 -0.46
H 6.53979 7.57365 -1.36136 -0.12 -0.03 -0.03
C 9.51731 9.48281 0.08240 0.06 0.22 -0.16
Cl 11.08612 9.03905 -0.59791 -0.09 -0.04 0.09
Cl 8.85147 10.88921 -0.75372 0.03 -0.12 0.09
Cl 8.39414 8.11723 -0.00785 0.28 0.15 0.58
H 9.65815 9.74115 1.12700 -0.03 -0.07 -0.11
C -8.41985 -8.59393 4.03368 0.20 -0.03 -0.13
Cl -7.31881 -8.27860 5.38129 -0.09 -0.02 -0.03
Cl -8.73446 -7.10924 3.12727 -0.26 -0.19 -0.02
Cl -7.76064 -9.84151 2.97128 0.14 0.22 0.03
H -9.36080 -8.95196 4.43915 0.11 0.06 -0.02
C -3.47467 -7.54277 -0.08298 -0.01 -0.25 0.05
Cl -3.73934 -8.01069 -1.76711 0.03 0.06 0.09
Cl -4.59854 -8.39105 0.98515 0.18 -0.02 0.00
Cl -1.80143 -7.86124 0.39464 -0.05 0.09 0.00
H -3.65541 -6.47738 0.00708 0.07 -0.11 -0.01
C 13.48060 11.36418 -2.63875 0.07 0.05 -0.03
Cl 12.95856 13.01514 -2.99454 -0.02 -0.12 0.04
Cl 14.03319 10.55539 -4.11042 -0.07 0.01 0.10
Cl 14.75599 11.36544 -1.41320 -0.14 -0.04 -0.05
H 12.62939 10.81444 -2.24650 0.13 0.11 -0.06
C 3.82667 -2.60642 2.44770 0.03 -0.15 -0.16
Cl 3.80242 -0.83600 2.46475 -0.01 -0.01 0.05
Cl 2.33534 -3.24035 1.74259 0.14 -0.04 0.10
Cl 5.23610 -3.19964 1.56358 -0.11 0.06 0.11
H 3.89487 -2.95577 3.47292 -0.01 0.07 -0.10
C -10.49804 -13.12062 3.82319 -0.01 -0.09 -0.11
Cl -10.54431 -11.35277 3.85690 -0.27 -0.19 0.09
Cl -11.97844 -13.76755 3.10804 0.11 0.05 0.09
Cl -9.07821 -13.68735 2.93618 -0.07 0.04 0.10
H -10.42758 -13.47903 4.84499 0.00 0.06 -0.11
C -7.51298 -5.97431 -1.38383 -0.06 -0.15 -0.02
Cl -8.97603 -5.29906 -0.65678 0.11 0.00 -0.04
Cl -6.13253 -5.77551 -0.29638 -0.34 0.31 -0.13
Cl -7.74640 -7.67892 -1.78420 0.04 0.15 0.02
H -7.30604 -5.43292 -2.30122 -0.02 -0.06 0.11
```
Positions in Å, forces in eV/Å.

## Properties
M   1488.3 g mol⁻¹
Electronic energy   -457275.3417 eV
Gap between HOMO and LUMO   0.315 Ha
Net charge   +1
HOMO   -12.0 eV

Löwdin atomic charges, in units of e: N 0.089; N -0.333; C -0.214; S 0.749; O -0.379; O -0.351; P 0.919; O -0.226; O -0.226; H 0.085; H 0.106; H 0.143; H 0.124; H 0.115; H 0.122; H 0.070; H 0.061; C -1.572; Cl 0.541; Cl 0.515; Cl 0.568; H -0.112; C -1.493; Cl 0.492; Cl 0.487; Cl 0.507; H 0.021; C -1.502; Cl 0.513; Cl 0.498; Cl 0.495; H 0.021; C -1.545; Cl 0.535; Cl 0.547; Cl 0.582; H -0.085; C -1.500; Cl 0.556; Cl 0.542; Cl 0.554; H 0.019; C -1.543; Cl 0.526; Cl 0.498; Cl 0.501; H -0.028; C -1.597; Cl 0.520; Cl 0.497; Cl 0.522; H -0.051; C -1.559; Cl 0.519; Cl 0.520; Cl 0.517; H -0.041; C -1.538; Cl 0.494; Cl 0.504; Cl 0.533; H 0.018; C -1.531; Cl 0.525; Cl 0.530; Cl 0.524; H 0.016; C -1.515; Cl 0.528; Cl 0.522; Cl 0.536; H 0.016

ORCA calculation (the ωB97M-V functional and the def2-TZVPD basis) on C14H10FN3O in the gas phase at a distorted geometry.

XYZ file:
```
29
Properties=species:S:1:pos:R:3:forces:R:3
N -0.79909 1.08444 -2.63421 0.51 -0.15 1.16
C -0.51300 1.01496 -1.50929 -0.55 0.12 -0.89
C -0.29689 0.97815 -0.09564 -0.65 1.18 1.14
C -0.68381 2.04564 0.71796 0.08 -0.28 -2.91
C -1.25742 3.31013 0.20989 0.03 -0.42 0.58
C -1.57480 4.35477 1.03725 -0.81 1.55 0.07
C -2.23078 5.38184 0.24272 0.70 -0.54 0.87
C -2.29534 4.91809 -1.05831 0.53 -0.47 1.78
N -1.66657 3.68470 -1.06889 -0.40 0.20 0.26
C 0.25240 -0.23344 0.55607 1.54 -1.44 1.81
O 0.51227 -0.25866 1.75897 -0.71 0.35 -0.72
N 0.56377 -1.33561 -0.22103 -1.19 2.68 -1.23
C 1.05677 -2.58097 0.08378 0.28 -0.76 0.38
C 1.18396 -3.17658 1.37132 0.70 -0.87 -0.39
C 1.70410 -4.49258 1.49695 -0.24 0.98 -0.93
C 2.09767 -5.20403 0.35902 -0.31 1.04 -0.21
C 1.96700 -4.61244 -0.89523 -0.57 1.58 -0.71
C 1.43701 -3.29623 -1.05518 1.02 -2.29 0.74
F 1.35858 -2.71880 -2.30870 -0.02 -0.57 1.32
H -0.55326 1.94061 1.79137 0.04 0.06 -0.20
H -1.38555 4.36970 2.11318 -0.07 0.09 -0.50
H -2.56168 6.36410 0.60174 0.09 -0.67 -0.24
H -2.82114 5.44275 -1.84503 0.45 -0.64 -0.42
H -1.68832 3.02124 -1.80269 -0.03 -0.30 -0.92
H 0.51178 -1.14064 -1.22347 -0.05 -0.37 0.43
H 0.99185 -2.62216 2.28496 -0.25 0.11 -0.45
H 1.84546 -4.95257 2.46579 -0.13 0.22 0.09
H 2.55773 -6.17211 0.42420 -0.02 -0.28 0.11
H 2.28728 -5.11428 -1.79750 0.02 -0.13 0.00
```
Positions in Å, forces in eV/Å.

## Properties
Energy above the lowest of the compared OMol25 structures with the same formula, charge and spin   0.6 kcal per mole
M   255.3 g mol⁻¹
Electronic energy   -23914.7986 eV
Gap between HOMO and LUMO   0.283 Ha
SMILES   N#C/C(=C\c1ccc[nH]1)C(=O)Nc1ccccc1F
HOMO   -8.6 eV

Löwdin atomic charges, in units of e: N 0.171; C -0.190; C -0.129; C 0.107; C -0.250; C -0.036; C -0.075; C -0.081; N 0.076; C -0.404; O 0.056; N 0.134; C -0.171; C 0.015; C -0.075; C -0.098; C -0.010; C -0.172; F 0.043; H 0.131; H 0.113; H 0.099; H 0.116; H 0.092; H 0.131; H 0.102; H 0.099; H 0.097; H 0.110

ORCA calculation (the ωB97M-V functional and the def2-TZVPD basis) on a 2-piece molecular cluster, CH5NO2S overall at a distorted geometry.

XYZ file:
```
10
Properties=species:S:1:pos:R:3:forces:R:3
C 1.41388 -0.69184 -0.19592 1.59 0.01 1.04
S 1.47172 1.12768 -0.47652 0.41 -0.51 -0.20
O 0.59407 1.56639 0.85601 -1.13 1.45 1.02
H 2.38035 -1.20048 0.21058 -1.32 1.41 -0.59
H 1.30468 -1.08874 -1.21772 -0.88 -0.37 0.77
H 0.67510 -0.79986 0.65116 0.18 -0.32 -1.59
H 0.03778 2.39941 0.75976 1.12 -1.70 -0.45
N -2.49967 -0.40532 -0.59414 0.06 0.72 -0.35
O -2.81441 0.46349 0.17259 0.15 -0.98 -0.17
H -2.56350 -1.37074 -0.16579 -0.18 0.28 0.52
```
Positions in Å, forces in eV/Å.

## Properties
Energy above the lowest of the compared OMol25 structures with the same formula, charge and spin   111.0 kcal per mole
M   95.1 g mol⁻¹
Electronic energy   -17534.1287 eV
Gap between HOMO and LUMO   0.288 Ha
SMILES   CSO.N=O
HOMO   -8.2 eV

Löwdin atomic charges, in units of e: C -0.401; S 0.747; O -0.550; H 0.057; H 0.018; H 0.042; H 0.076; N 0.010; O -0.063; H 0.064

ORCA calculation (the ωB97M-V functional and the def2-TZVPD basis) on a 2-piece molecular cluster, C3H6Cl2N2O overall at a distorted geometry.

XYZ file:
```
14
Properties=species:S:1:pos:R:3:forces:R:3
N 0.82763 1.84115 -0.03811 1.16 -1.53 0.52
C 1.38455 0.48372 -0.01999 -1.94 -1.48 -1.57
Cl 2.60777 -0.18297 1.05425 -0.39 0.73 -0.05
C 0.71865 -0.41045 -0.84899 2.18 3.84 0.77
O -0.15553 0.07191 -1.72387 -3.12 2.69 0.65
H 1.47366 2.55130 0.26441 0.36 0.04 -0.10
H 0.03526 1.86767 0.58118 -0.13 0.18 0.40
H 0.91076 -1.37031 -1.18081 1.11 -2.09 0.60
H -0.58509 0.91740 -1.28625 1.46 -2.05 -1.65
H -2.16446 -1.59542 -0.58202 -1.29 0.22 -1.18
N -1.60630 -1.99656 0.12635 -0.33 -1.88 -1.71
C -1.21293 -1.15244 0.89493 2.61 -0.24 4.33
Cl -1.77568 0.49604 1.05624 -0.34 0.15 0.09
H -0.45827 -1.52105 1.70268 -1.33 1.41 -1.12
```
Positions in Å, forces in eV/Å.

## Properties
Energy above the lowest of the compared OMol25 structures with the same formula, charge and spin   30.4 kcal per mole
M   157.0 g mol⁻¹
Electronic energy   -33278.7052 eV
Gap between HOMO and LUMO   0.330 Ha
SMILES   N/C(Cl)=C\O.[H]/N=C\Cl
HOMO   -8.4 eV

Löwdin atomic charges, in units of e: N 0.012; C -0.727; Cl 0.596; C -0.316; O -0.047; H 0.078; H -0.019; H 0.104; H 0.120; H 0.045; N 0.077; C -0.724; Cl 0.680; H 0.122